Entry 1:
This record from the Open Molecules 2025 dataset describes a molecular structure, C45H65N3O8P2SeTl. The level of theory is ωB97M-V with the def2-TZVPD basis set.

```
125
C45H65N3O8P2SeTl, DFT ωB97M-V with the def2-TZVPD basis set
Tl 0.025 -0.310 -0.013
C -6.106 3.471 -2.271
C -5.450 2.830 -3.502
C -5.341 3.897 -4.592
C -6.350 1.702 -4.023
C -4.086 2.261 -3.113
C -3.995 1.306 -2.115
C -2.774 0.777 -1.731
Se -2.775 -0.452 -0.258
C -3.081 0.810 1.132
C -4.367 0.953 1.627
C -4.656 1.866 2.628
C -3.583 2.613 3.115
C -2.277 2.492 2.661
C -1.986 1.564 1.617
O -0.769 1.455 1.141
C -1.163 3.369 3.238
C -0.627 4.277 2.121
C -1.653 4.275 4.371
C -0.036 2.501 3.821
C -6.088 2.014 3.141
C -7.014 2.401 1.979
C -6.205 3.089 4.221
C -6.563 0.682 3.737
C -1.564 1.178 -2.332
O -0.392 0.650 -2.003
C -1.637 2.194 -3.324
C -2.889 2.678 -3.692
C -0.366 2.842 -3.892
C 0.346 3.581 -2.750
C -0.687 3.873 -4.980
C 0.606 1.825 -4.509
H -7.081 3.892 -2.532
H -5.479 4.272 -1.873
H -6.257 2.745 -1.471
H -6.337 4.277 -4.830
H -4.908 3.495 -5.510
H -4.729 4.742 -4.268
H -7.336 2.091 -4.292
H -6.487 0.925 -3.268
H -5.910 1.234 -4.906
H -4.888 0.958 -1.607
H -5.151 0.332 1.206
H -3.778 3.328 3.900
H -1.399 4.987 1.813
H -0.336 3.693 1.251
H 0.241 4.846 2.471
H -2.411 4.985 4.034
H -0.806 4.853 4.750
H -2.064 3.699 5.204
H 0.389 1.844 3.068
H -0.421 1.882 4.636
H 0.754 3.143 4.223
H -6.698 3.347 1.533
H -8.045 2.509 2.328
H -7.003 1.644 1.193
H -5.899 4.069 3.849
H -5.595 2.850 5.095
H -7.245 3.164 4.550
H -6.535 -0.118 2.995
H -7.590 0.768 4.103
H -5.922 0.384 4.570
H -2.932 3.438 -4.456
H -0.290 4.377 -2.355
H 1.279 4.027 -3.108
H 0.580 2.893 -1.941
H -1.310 4.687 -4.603
H -1.191 3.421 -5.839
H 0.248 4.311 -5.334
H 1.098 1.235 -3.742
H 1.387 2.351 -5.064
H 0.084 1.170 -5.216
C 2.478 4.081 0.173
C 2.200 2.622 0.504
C 3.408 1.795 0.842
C 4.698 2.264 0.650
C 5.800 1.453 0.887
C 5.610 0.150 1.293
C 4.330 -0.363 1.506
C 4.219 -1.837 1.833
C 4.672 -2.201 3.246
C 3.233 0.486 1.321
N 1.916 -0.002 1.544
C 1.666 -0.576 2.665
C 0.528 -1.423 2.827
C 0.055 -2.120 3.935
C -1.029 -2.885 3.479
C -1.156 -2.622 2.116
N -0.205 -1.752 1.720
H 1.542 4.608 -0.008
H 3.091 4.184 -0.725
H 2.993 4.584 0.996
H 1.721 2.144 -0.359
H 1.471 2.553 1.309
H 4.847 3.275 0.294
H 6.801 1.834 0.722
H 6.463 -0.509 1.423
H 4.847 -2.370 1.115
H 3.202 -2.193 1.668
H 5.696 -1.868 3.424
H 4.636 -3.281 3.401
H 4.042 -1.733 4.005
H 2.363 -0.480 3.499
H 0.454 -2.069 4.937
H -1.645 -3.556 4.057
H -1.867 -3.018 1.405
N 0.486 -1.453 -3.627
C 1.424 -2.438 -2.951
C 2.009 -3.358 -4.012
P 2.695 -1.297 -2.245
O 3.737 -2.294 -1.551
O 3.303 -0.596 -3.399
O 1.953 -0.493 -1.203
P 0.376 -3.339 -1.718
O 1.435 -3.549 -0.490
O -0.074 -4.617 -2.301
O -0.623 -2.299 -1.266
H 1.031 -0.920 -4.311
H 0.090 -0.759 -2.940
H -0.284 -1.932 -4.091
H 2.579 -2.784 -4.745
H 1.219 -3.938 -4.494
H 2.685 -4.068 -3.537
H 3.270 -2.803 -0.864
H 1.049 -3.231 0.345
```

As for the LUMO energy: 2.25 eV. The gap between HOMO and LUMO comes out at 7.4 eV. The calculation puts the strongest force on any atom at 0.3 eV/A. The HOMO energy is -5.190 eV. Its net charge is -1.


Entry 2:
This record from the Open Molecules 2025 dataset describes a molecular structure, C45H66AgN3O2Se. The level of theory is ωB97M-V with the def2-TZVPD basis set.

```
118
C45H66AgN3O2Se, DFT ωB97M-V with the def2-TZVPD basis set
Ag -0.564 -1.285 -1.352
C 5.251 4.232 -0.086
C 3.853 4.233 -0.707
C 4.012 4.447 -2.220
C 3.075 5.421 -0.119
C 3.095 2.935 -0.435
C 1.817 2.752 -0.950
C 1.083 1.606 -0.695
Se -0.678 1.468 -1.430
C -1.678 1.937 0.146
C -1.068 2.240 1.335
C -1.827 2.620 2.444
C -3.204 2.656 2.283
C -3.863 2.317 1.094
C -3.088 1.964 -0.044
O -3.561 1.686 -1.221
C -5.396 2.426 1.042
C -5.765 3.849 0.594
C -6.033 2.166 2.418
C -6.055 1.429 0.079
C -1.112 2.906 3.763
C -0.420 1.622 4.246
C -0.048 3.996 3.562
C -2.071 3.378 4.856
C 1.576 0.542 0.131
O 0.880 -0.488 0.413
C 2.920 0.722 0.628
C 3.608 1.890 0.344
C 3.560 -0.411 1.431
C 3.636 -1.671 0.554
C 4.983 -0.078 1.890
C 2.727 -0.705 2.690
H 5.755 5.175 -0.316
H 5.861 3.416 -0.479
H 5.204 4.130 1.000
H 4.537 5.385 -2.428
H 3.040 4.483 -2.715
H 4.578 3.624 -2.661
H 3.592 6.366 -0.318
H 2.967 5.303 0.962
H 2.073 5.481 -0.545
H 1.354 3.523 -1.559
H 0.011 2.170 1.403
H -3.808 2.953 3.129
H -5.354 4.582 1.293
H -6.853 3.981 0.545
H -5.344 4.048 -0.393
H -5.773 2.918 3.164
H -5.731 1.189 2.800
H -7.123 2.176 2.318
H -5.780 1.632 -0.951
H -7.144 1.495 0.193
H -5.746 0.405 0.303
H 0.272 1.241 3.494
H -1.161 0.843 4.435
H 0.140 1.805 5.170
H 0.696 3.696 2.822
H 0.474 4.200 4.503
H -0.513 4.921 3.212
H -2.825 2.620 5.080
H -2.585 4.297 4.564
H -1.511 3.577 5.774
H 4.608 1.995 0.742
H 4.282 -1.490 -0.311
H 2.649 -1.952 0.194
H 4.049 -2.512 1.121
H 5.648 0.109 1.043
H 5.382 -0.930 2.447
H 5.007 0.796 2.548
H 1.705 -0.955 2.410
H 2.714 0.168 3.349
H 3.165 -1.546 3.241
C 4.093 -6.334 -0.888
C 2.905 -5.460 -0.563
C 2.411 -5.411 0.731
C 1.305 -4.589 1.001
C 0.791 -4.456 2.412
C 0.730 -3.858 -0.008
C 1.216 -3.847 -1.354
C 2.327 -4.707 -1.581
N 0.590 -3.035 -2.229
C 0.980 -2.972 -3.631
C 0.013 -2.004 -4.323
C 0.813 -4.326 -4.349
C 2.394 -2.392 -3.827
H 4.496 -6.798 0.015
H 4.892 -5.756 -1.358
H 3.818 -7.133 -1.584
H 2.876 -5.987 1.525
H 0.834 -5.410 2.945
H -0.237 -4.093 2.425
H 1.398 -3.735 2.967
H -0.105 -3.206 0.229
H 2.785 -4.774 -2.557
H -1.020 -2.320 -4.157
H 0.203 -1.964 -5.400
H 0.126 -0.997 -3.914
H -0.239 -4.621 -4.304
H 1.397 -5.123 -3.894
H 1.103 -4.244 -5.402
H 2.440 -1.419 -3.332
H 2.610 -2.254 -4.892
H 3.175 -3.015 -3.396
C -5.969 -0.463 -2.972
C -4.847 -1.341 -2.524
C -4.626 -2.703 -2.648
C -3.400 -2.935 -1.998
N -2.922 -1.793 -1.507
N -3.811 -0.842 -1.842
C -2.655 -4.217 -1.817
H -6.437 -0.864 -3.872
H -5.603 0.542 -3.182
H -6.735 -0.377 -2.198
H -5.251 -3.422 -3.153
H -3.639 0.172 -1.561
H -3.020 -4.974 -2.513
H -2.779 -4.601 -0.801
H -1.584 -4.065 -1.979
```

As for the LUMO energy: 4.25 eV. The gap between HOMO and LUMO comes out at 5.6 eV. The calculation puts the strongest force on any atom at 0.2 eV/A. The HOMO energy is -1.352 eV. Its net charge is -2.


Entry 3:
This record from the Open Molecules 2025 dataset describes a molecular structure, C45H66BrF6GeN5P4Sr. The level of theory is ωB97M-V with the def2-TZVPD basis set.

```
129
C45H66BrF6GeN5P4Sr, DFT ωB97M-V with the def2-TZVPD basis set
Sr 1.520 -2.078 0.859
C 5.484 0.416 -2.542
C 4.678 0.096 -1.285
C 4.787 1.218 -0.247
P 2.905 -0.320 -1.567
C 2.343 1.225 -2.448
N 0.906 1.365 -2.462
Ge -0.125 1.129 -0.697
N 0.127 2.861 -0.015
C 0.802 3.207 1.233
P 0.586 1.930 2.559
C -1.099 2.369 3.233
C -1.224 3.723 3.933
C -2.182 2.266 2.154
C 1.737 2.564 3.885
C 2.953 1.657 4.044
C 2.183 4.020 3.734
C -0.120 3.912 -0.887
C 0.389 5.208 -0.752
C 0.053 6.191 -1.670
C -0.784 5.922 -2.744
C -1.293 4.642 -2.891
C -0.966 3.668 -1.965
N -1.478 2.299 -2.089
C -1.176 1.786 -3.398
C -2.078 1.742 -4.436
C -1.633 1.363 -5.697
C -0.284 1.038 -5.919
C 0.620 1.058 -4.891
C 0.182 1.401 -3.583
C -2.840 2.085 -1.646
C -3.668 3.122 -1.296
C -4.974 2.846 -0.887
C -5.447 1.534 -0.849
C -4.622 0.486 -1.184
C -3.271 0.720 -1.567
N -2.335 -0.192 -1.813
C -2.633 -1.592 -1.848
P -1.691 -2.592 -0.590
C -2.709 -2.502 0.957
C -2.601 -1.096 1.551
C -4.164 -2.958 0.914
C -2.030 -4.292 -1.268
C -3.377 -4.520 -1.963
C -0.919 -4.707 -2.237
C 2.899 -1.590 -2.908
C 1.471 -2.069 -3.164
C 3.785 -2.770 -2.503
H 6.536 0.533 -2.280
H 5.163 1.358 -2.993
H 5.424 -0.366 -3.298
H 5.078 -0.812 -0.822
H 4.492 2.183 -0.664
H 5.823 1.316 0.079
H 4.185 1.019 0.640
H 2.788 1.284 -3.440
H 2.733 2.064 -1.864
H 0.368 4.139 1.604
H 1.871 3.391 1.086
H -1.283 1.583 3.975
H -1.044 4.548 3.240
H -0.553 3.837 4.782
H -2.242 3.844 4.308
H -2.154 3.138 1.498
H -3.170 2.233 2.619
H -2.079 1.377 1.526
H 1.133 2.483 4.793
H 3.423 1.436 3.084
H 2.690 0.711 4.508
H 3.704 2.140 4.671
H 2.861 4.143 2.887
H 2.735 4.320 4.626
H 1.353 4.716 3.614
H 1.061 5.445 0.060
H 0.461 7.185 -1.544
H -1.032 6.693 -3.459
H -1.943 4.402 -3.723
H -3.110 2.025 -4.274
H -2.329 1.344 -6.524
H 0.042 0.765 -6.914
H 1.649 0.782 -5.070
H -3.312 4.141 -1.341
H -5.628 3.663 -0.615
H -6.469 1.341 -0.552
H -4.999 -0.525 -1.137
H -2.258 -1.970 -2.806
H -3.695 -1.842 -1.793
H -2.171 -3.186 1.621
H -3.173 -0.378 0.960
H -1.570 -0.730 1.597
H -3.012 -1.075 2.563
H -4.755 -2.391 0.192
H -4.622 -2.797 1.893
H -4.263 -4.017 0.683
H -1.974 -4.936 -0.382
H -3.390 -4.045 -2.946
H -4.236 -4.160 -1.403
H -3.519 -5.588 -2.130
H -0.946 -4.095 -3.143
H -1.060 -5.744 -2.548
H 0.074 -4.620 -1.801
H 3.302 -1.135 -3.818
H 1.046 -2.538 -2.271
H 1.460 -2.823 -3.954
H 0.788 -1.270 -3.456
H 3.524 -3.155 -1.511
H 4.842 -2.513 -2.475
H 3.660 -3.590 -3.212
C -1.365 -3.291 5.875
C -0.688 -3.778 4.626
C -0.333 -5.112 4.440
C 0.308 -5.520 3.283
C 0.567 -4.549 2.339
Br 1.455 -5.026 0.709
N 0.233 -3.277 2.464
C -0.374 -2.903 3.601
H -1.634 -4.120 6.525
H -2.274 -2.738 5.637
H -0.707 -2.625 6.435
H -0.554 -5.841 5.210
H 0.603 -6.547 3.125
H -0.619 -1.849 3.681
F 2.605 -1.509 2.713
P 4.149 -2.283 2.633
F 4.456 -1.817 4.092
F 4.695 -0.935 1.988
F 3.382 -3.600 3.109
F 5.493 -3.046 2.399
F 3.639 -2.704 1.026
```

As for the LUMO energy (spin up / spin down): -7.17 / -6.42 eV. The gap between HOMO and LUMO (spin up / spin down) comes out at 5.4 / 6.1 eV. The calculation puts the strongest force on any atom at 3.5 eV/A. The HOMO energy (spin up / spin down) is -12.532 / -12.525 eV. Its net charge is +2.


Entry 4:
This record from the Open Molecules 2025 dataset describes a molecular structure, C45H66N2O3Si3TeTi. The level of theory is ωB97M-V with the def2-TZVPD basis set.

```
121
C45H66N2O3Si3TeTi, DFT ωB97M-V with the def2-TZVPD basis set
Ti -0.525 0.042 0.678
C 1.795 3.121 1.946
C 2.163 1.861 2.457
C 2.927 1.191 1.475
C 3.031 2.062 0.348
C 2.352 3.259 0.652
C 2.392 4.536 -0.139
C 3.858 1.806 -0.882
C 3.835 0.020 1.739
C 1.941 1.426 3.875
C 1.098 4.192 2.742
H 3.164 5.228 0.233
H 1.445 5.083 -0.108
H 2.612 4.354 -1.195
H 4.885 2.199 -0.808
H 3.415 2.264 -1.775
H 3.956 0.734 -1.083
H 4.768 0.345 2.228
H 4.134 -0.487 0.815
H 3.373 -0.737 2.380
H 2.629 1.926 4.575
H 2.085 0.350 3.996
H 0.926 1.654 4.223
H 1.717 4.569 3.570
H 0.162 3.839 3.195
H 0.849 5.057 2.116
C -3.094 0.579 4.513
N -1.841 -0.062 4.179
C -1.332 -1.116 4.977
C -0.206 -1.817 4.506
C 0.429 -1.465 3.324
O 1.460 -2.012 2.806
N -0.139 -0.386 2.589
C -1.266 0.223 3.001
O -1.778 1.058 2.173
H -3.252 0.474 5.586
H -3.935 0.124 3.983
H -3.062 1.633 4.252
H -1.896 -1.354 5.864
H 0.202 -2.635 5.084
C 1.081 4.984 -3.936
C 0.076 5.453 -3.102
C -0.538 4.598 -2.189
C -0.170 3.255 -2.082
C 0.847 2.809 -2.934
C 1.465 3.650 -3.849
Si -1.092 1.957 -1.004
C -2.025 1.195 -2.526
C -1.698 -0.089 -2.976
C -2.219 -0.619 -4.156
C -3.110 0.126 -4.914
C -3.453 1.407 -4.494
C -2.907 1.930 -3.327
C -2.374 3.053 -0.119
C -3.762 2.998 -0.249
C -4.601 3.778 0.545
C -4.063 4.638 1.494
C -2.682 4.707 1.647
C -1.858 3.918 0.857
H 1.566 5.652 -4.639
H -0.229 6.493 -3.155
H -1.324 4.990 -1.553
H 1.161 1.773 -2.882
H 2.255 3.267 -4.486
H -1.021 -0.691 -2.384
H -1.934 -1.618 -4.473
H -3.527 -0.282 -5.827
H -4.137 2.006 -5.086
H -3.153 2.950 -3.045
H -4.210 2.324 -0.972
H -5.677 3.706 0.425
H -4.715 5.241 2.116
H -2.245 5.357 2.398
H -0.781 3.950 1.017
C -3.205 -2.728 -0.935
C -3.035 -1.713 0.187
C -3.224 -2.392 1.537
C -4.019 -0.563 0.017
O -1.702 -1.218 0.119
H -4.204 -3.174 -0.896
H -2.461 -3.524 -0.832
H -3.073 -2.249 -1.906
H -2.982 -1.712 2.357
H -2.569 -3.261 1.622
H -4.261 -2.720 1.654
H -5.044 -0.919 0.154
H -3.926 -0.139 -0.987
H -3.819 0.229 0.742
C 0.471 -6.386 2.433
Si 1.464 -5.093 1.502
C 2.903 -4.615 2.567
C 2.166 -5.933 -0.023
C 0.314 -3.741 0.955
Te 1.401 -2.030 0.237
C 1.008 -2.782 -1.791
Si 2.286 -2.408 -3.074
C 3.975 -2.963 -2.494
C 2.334 -0.595 -3.457
C 1.884 -3.340 -4.651
H 1.128 -7.189 2.788
H -0.301 -6.831 1.794
H -0.027 -5.942 3.302
H 3.454 -5.523 2.835
H 2.572 -4.089 3.466
H 3.572 -3.933 2.033
H 2.831 -6.753 0.271
H 2.755 -5.220 -0.613
H 1.379 -6.340 -0.669
H -0.301 -3.379 1.780
H -0.329 -4.072 0.137
H 0.016 -2.436 -2.101
H 0.950 -3.867 -1.667
H 4.164 -2.600 -1.477
H 4.760 -2.568 -3.147
H 4.054 -4.056 -2.481
H 2.519 -0.020 -2.542
H 1.379 -0.261 -3.876
H 3.130 -0.354 -4.169
H 1.837 -4.419 -4.461
H 2.642 -3.160 -5.422
H 0.913 -3.024 -5.049
```

As for the LUMO energy (spin up / spin down): 3.94 / 3.94 eV. The gap between HOMO and LUMO (spin up / spin down) comes out at 3.7 / 4.4 eV. The calculation puts the strongest force on any atom at 0.9 eV/A. As for the expectation value of S²: 2.015. The HOMO energy (spin up / spin down) is 0.238 / -0.478 eV. Its net charge is -2. The spin multiplicity is 3.


Calculated molecular weight in order - 1121.319 867.870 1155.076 942.759 g mol⁻¹
Calculated energy relative to the best compared isomer or geometry (same formula, charge and spin) in order - 0.037 0.146 0.788 1.283 eV